DFT (ωB97M-V/def2-TZVPD) results for C34H57BeN3O2SeSi as an isolated structure at a distorted geometry.

Geometry as XYZ:
```
99
Properties=species:S:1:pos:R:3:forces:R:3
O 0.550 -2.483 -1.222 0.7873 -1.3837 -1.0555
O -1.123 -1.744 -3.476 -0.0935 0.2186 -0.0211
C 1.861 -2.583 -2.049 -0.7038 -0.0177 0.6888
C 2.864 -3.261 -1.145 0.3312 -0.1296 0.4098
H 2.096 -1.549 -2.309 -0.1037 -0.1156 0.1947
H 1.623 -3.173 -2.945 0.1435 0.6694 0.3453
H 2.955 -2.730 -0.175 -0.1145 -0.2355 -0.5352
H 3.866 -3.278 -1.608 -0.4603 0.1182 0.0277
H 2.592 -4.316 -0.948 0.0480 0.5372 -0.0722
C -0.245 -3.809 -1.175 0.5045 0.5719 0.3563
C -0.093 -4.609 -2.444 -0.1618 -0.0080 -0.3987
H -1.274 -3.502 -0.957 0.3220 0.0126 -0.0831
H 0.179 -4.312 -0.303 -0.1304 0.2302 -0.0702
H -0.576 -4.056 -3.262 0.2753 -0.3725 0.1227
H -0.574 -5.591 -2.325 -0.0009 0.3804 0.0953
H 0.961 -4.809 -2.700 -0.5703 -0.1381 0.2196
C -2.543 -1.662 -3.246 0.3849 0.3879 -0.1806
C -0.674 -1.180 -4.716 -0.3946 0.0532 0.3599
C -3.245 -2.961 -3.576 -0.1752 -0.0675 0.0030
H -2.960 -0.830 -3.849 0.1534 -0.2984 0.3341
H -2.665 -1.407 -2.184 -0.0110 -0.0191 -0.2477
H -3.184 -3.177 -4.648 -0.0702 -0.0670 0.2984
H -4.298 -2.856 -3.292 0.1057 -0.1754 -0.0854
H -2.812 -3.801 -3.015 -0.1714 0.2145 -0.1440
C -1.054 -2.024 -5.919 0.1597 0.0061 -0.2089
H 0.412 -1.089 -4.620 -0.1652 -0.0405 -0.0351
H -1.099 -0.164 -4.821 0.2601 -0.2877 0.0593
H -0.756 -3.074 -5.794 -0.0774 0.2681 0.0341
H -0.517 -1.623 -6.787 -0.2076 -0.1077 0.0026
H -2.131 -1.978 -6.117 0.2765 -0.0173 -0.0317
H 0.036 -1.679 -1.502 -0.0106 -0.0803 -0.0224
N 1.505 1.212 1.978 -0.1409 0.8896 0.2538
C 1.456 2.483 2.396 0.0037 -1.0331 -0.3556
C 0.323 3.308 2.234 0.1197 0.6298 -0.0165
C -0.973 2.897 1.938 -0.2025 -1.3372 0.2459
C 2.644 3.131 3.038 0.0705 0.4244 0.1715
H 3.482 3.178 2.330 -0.0365 -0.1372 0.2635
H 2.952 2.625 3.962 0.0451 -0.0633 -0.3296
H 2.351 4.151 3.302 0.2916 -0.1282 -0.0053
C -2.093 3.907 1.952 0.0380 0.4115 0.3219
H -2.723 3.803 2.848 0.1050 -0.0435 -0.3113
H -2.740 3.848 1.066 0.2193 -0.2406 0.2447
H -1.648 4.905 1.976 -0.1469 -0.0536 0.0110
N -1.228 1.595 1.737 0.5633 1.0182 0.1075
C 2.657 0.384 2.238 0.6182 0.3005 0.2278
C 3.674 0.229 1.257 -0.2218 -0.2457 0.4593
C 3.684 0.960 -0.051 -0.0743 0.2107 -0.5904
C 4.764 -0.619 1.499 -0.2333 -0.2061 0.5640
H 5.524 -0.776 0.730 -0.2384 0.1875 0.1451
C 4.898 -1.265 2.727 -0.1205 0.0174 0.1269
H 5.748 -1.920 2.922 -0.2056 0.1975 -0.0946
C 3.946 -1.050 3.725 0.2555 -0.0756 -0.4286
H 4.058 -1.515 4.711 -0.0050 0.1308 -0.4151
C 2.832 -0.243 3.499 0.2133 -0.0900 -0.2541
C 1.901 -0.087 4.664 -0.3185 0.2852 0.3268
C -2.488 1.098 2.149 -0.7350 0.3867 -0.3485
C -3.438 0.718 1.175 -0.1536 -0.0235 0.8128
C -3.195 0.954 -0.276 0.3272 -0.1758 -0.6251
C -4.657 0.179 1.590 0.0968 -0.0177 0.6692
H -5.367 -0.189 0.849 0.0947 0.1573 0.1337
C -4.960 0.103 2.952 0.1146 0.1586 -0.0121
H -5.902 -0.316 3.291 0.0550 0.0204 -0.1195
C -4.058 0.591 3.899 -0.0817 -0.4032 -0.1566
H -4.269 0.559 4.970 -0.2136 -0.0621 -0.3308
C -2.810 1.070 3.527 -0.0582 0.0157 -0.5152
C -1.911 1.616 4.606 0.3383 -0.0778 0.1970
Be 0.084 0.631 1.162 -0.2595 -0.3296 -0.0258
H 3.737 0.234 -0.884 -0.1185 0.3062 0.2190
H 4.590 1.582 -0.138 -0.2965 -0.1358 0.0834
H 2.809 1.604 -0.200 0.2743 -0.3052 0.0989
H 1.238 0.773 4.543 -0.0216 -0.1900 0.0181
H 2.471 0.061 5.597 -0.1076 -0.0076 -0.3747
H 1.296 -0.991 4.817 -0.0142 0.2096 -0.1878
H -3.710 0.198 -0.883 0.0065 0.1227 0.1000
H -2.131 0.903 -0.505 -0.1979 0.0323 0.0251
H -3.545 1.934 -0.639 0.0011 -0.2071 0.3274
H -0.847 1.386 4.445 -0.3581 0.1270 -0.1366
H -2.184 1.189 5.584 0.0127 0.1257 -0.3436
H -2.021 2.711 4.691 0.1552 -0.3063 -0.0485
H 0.433 4.354 2.521 0.0975 -0.2662 -0.2761
C 0.276 0.415 -0.631 0.1248 0.2126 -0.4041
Si 0.390 1.910 -1.737 0.0317 -0.8205 0.0648
H 1.200 -0.183 -0.670 0.0394 0.2505 0.0290
H -0.550 -0.257 -0.943 -0.0664 0.3777 0.0928
C 1.561 1.569 -3.169 0.1175 0.2082 -0.2363
C 1.005 3.532 -1.029 -0.0031 0.2402 -0.0197
C -1.230 2.381 -2.559 -0.0321 0.1497 -0.1750
H -1.790 1.521 -2.953 0.0388 0.1884 0.1205
H -0.942 3.022 -3.405 -0.2318 -0.0473 0.0839
H -1.868 2.968 -1.887 0.0323 -0.1746 -0.2095
H 2.526 1.156 -2.848 -0.1410 0.0715 -0.0756
H 1.741 2.544 -3.640 0.1558 -0.2564 -0.2051
H 1.107 0.901 -3.911 0.1425 0.0984 0.1070
H 1.893 3.450 -0.393 -0.2188 0.1274 -0.0678
H 0.213 4.059 -0.480 0.2888 -0.1352 -0.0228
H 1.265 4.140 -1.911 -0.0110 -0.0191 0.2777
Se -0.482 -3.169 3.596 -0.0898 -0.5719 0.2405
C -0.376 -1.830 2.459 0.3702 2.2893 -1.7986
N -0.267 -0.907 1.719 -0.2340 -2.4989 1.9863
```
Forces are in eV/Å.

The calculation puts the energy at -4350.210879 Eh. Its spin multiplicity is 1. The HOMO energy is -6.961 eV. The calculation puts the gap between HOMO and LUMO at 7.07 eV. The calculation puts the LUMO energy at 0.111 eV.